No. 1
107
Properties=species:S:1:pos:R:3:forces:R:3:lowdin_charge:R:1 method="wB97M-V/def2-TZVPD" s2=8.78 charge=+3 e_lumo_ha="-0.300 / -0.398" total_energy_ha=-3785.381974 spin_multiplicity=6
Ir 0.686 -0.400 0.061 0.6 1.1 0.1 0.95
C -1.878 -3.843 -2.832 -0.1 0.0 0.0 -0.23
Sb -1.685 -2.455 -1.239 0.5 -0.1 -0.3 1.63
C 0.031 -1.190 -1.782 -0.4 -0.5 0.0 -0.63
C 1.266 -2.015 -2.035 0.1 0.2 0.2 -0.46
C 1.547 -2.803 -3.140 0.0 0.0 -0.1 -0.03
C 2.791 -3.416 -3.219 0.0 0.0 -0.1 0.00
C 3.716 -3.234 -2.201 0.1 0.0 0.0 -0.01
C 3.377 -2.426 -1.129 -0.1 0.1 0.0 -0.08
N 2.180 -1.838 -1.059 0.0 0.1 -0.2 -0.01
Si -0.549 -0.010 -3.194 0.2 0.1 0.2 0.37
C -1.564 -0.868 -4.481 -0.2 -0.1 -0.2 -0.18
C -1.640 1.262 -2.378 -0.1 0.2 0.1 -0.18
C 1.000 0.634 -4.011 0.2 0.1 -0.1 -0.18
C -1.602 -3.551 0.595 0.0 0.4 0.1 -0.53
C -0.706 -2.921 1.623 0.0 -0.1 -0.1 -0.39
C -0.853 -3.268 2.969 -0.1 -0.1 0.1 -0.04
C 0.106 -2.949 3.912 -0.1 0.0 0.1 0.02
C 1.273 -2.309 3.506 -0.2 -0.2 0.1 -0.01
C 1.346 -1.951 2.188 0.2 -0.1 -0.1 -0.22
N 0.364 -2.169 1.275 0.2 0.3 0.2 -0.08
Si -3.498 -3.585 1.114 0.1 0.1 0.0 0.42
C -4.498 -3.786 -0.447 -0.1 0.0 -0.2 -0.19
C -3.827 -1.911 1.843 -0.1 0.2 0.1 -0.16
C -3.928 -4.953 2.281 0.0 -0.2 0.2 -0.15
Si -0.836 -5.345 0.269 0.0 0.1 0.1 0.47
C -2.009 -6.420 -0.670 -0.2 -0.2 -0.1 -0.15
C -0.448 -6.132 1.897 0.0 -0.1 0.2 -0.14
C 0.777 -5.101 -0.614 0.2 0.1 -0.2 -0.15
H -1.817 -3.290 -3.765 0.0 -0.1 0.0 0.00
H -2.851 -4.325 -2.757 0.1 0.0 -0.1 0.02
H -1.079 -4.580 -2.758 -0.1 0.1 0.0 0.02
H 0.813 -2.922 -3.930 0.1 0.0 0.1 0.12
H 3.041 -4.028 -4.078 0.0 0.0 0.0 0.13
H 4.693 -3.700 -2.239 -0.1 0.0 0.0 0.13
H 4.070 -2.240 -0.317 0.0 0.0 0.0 0.13
H -2.516 -1.253 -4.103 0.0 0.0 -0.1 0.03
H -1.034 -1.664 -5.011 -0.1 0.1 0.0 0.04
H -1.812 -0.105 -5.230 0.0 -0.1 0.0 0.07
H -2.688 0.945 -2.429 0.1 0.1 0.0 0.05
H -1.577 2.218 -2.911 0.0 -0.1 0.1 0.05
H -1.395 1.446 -1.328 0.0 0.0 -0.1 0.01
H 1.119 0.136 -4.979 0.0 0.1 0.1 0.06
H 1.916 0.460 -3.440 -0.1 0.0 -0.2 0.01
H 0.924 1.708 -4.212 0.0 -0.1 0.0 0.04
H -1.725 -3.838 3.264 0.1 0.0 0.0 0.10
H -0.037 -3.230 4.949 0.0 0.0 -0.1 0.14
H 2.086 -2.089 4.185 -0.1 0.0 0.0 0.13
H 2.235 -1.448 1.819 0.0 0.0 0.0 0.09
H -4.479 -2.911 -1.115 -0.1 -0.1 0.1 0.02
H -5.547 -3.909 -0.154 0.1 0.0 0.0 0.07
H -4.220 -4.674 -1.019 -0.1 0.0 0.0 0.03
H -3.608 -1.114 1.121 0.0 0.0 0.1 0.03
H -3.240 -1.726 2.746 -0.1 0.0 -0.1 0.04
H -4.885 -1.818 2.116 0.1 0.0 0.0 0.06
H -3.515 -5.917 1.982 -0.1 0.0 0.1 0.03
H -5.020 -5.051 2.261 0.1 0.0 0.1 0.06
H -3.646 -4.759 3.319 0.0 0.0 -0.1 0.05
H -2.897 -6.664 -0.080 0.1 0.0 -0.1 0.05
H -1.487 -7.364 -0.866 -0.1 0.1 0.0 0.07
H -2.332 -6.027 -1.633 0.0 -0.1 0.1 0.01
H -1.311 -6.250 2.556 0.1 0.0 0.0 0.04
H 0.340 -5.606 2.438 0.0 -0.1 0.0 0.04
H -0.071 -7.137 1.671 0.0 0.1 0.0 0.07
H 0.679 -4.715 -1.634 0.1 -0.1 0.2 0.01
H 1.288 -6.068 -0.681 0.0 0.1 0.0 0.07
H 1.429 -4.423 -0.050 0.0 -0.1 -0.1 0.04
S 0.497 1.042 1.941 -0.2 -0.6 -0.4 0.72
C 0.922 2.629 1.359 0.0 -0.1 -0.4 -0.63
N 0.954 3.661 2.181 0.0 0.4 0.5 -0.07
C 1.485 4.926 1.660 0.0 -0.1 0.1 -0.06
C 0.935 5.173 0.277 0.0 -0.1 -0.1 -0.06
N 1.262 4.031 -0.583 0.0 -0.1 0.0 -0.05
C 1.599 4.319 -1.997 0.1 0.1 0.2 -0.09
C 2.919 5.041 -2.081 -0.1 0.0 0.0 -0.23
C 4.099 4.373 -1.763 0.1 -0.1 0.1 -0.04
C 5.313 5.037 -1.831 0.0 0.0 0.0 -0.06
C 5.352 6.373 -2.213 0.1 0.0 0.0 -0.05
C 4.179 7.040 -2.532 -0.1 0.0 0.0 -0.05
C 2.961 6.375 -2.463 0.0 0.1 -0.1 -0.04
C 1.213 2.802 -0.010 0.0 0.2 0.0 -0.57
S 1.556 1.399 -0.986 -0.2 -0.5 0.1 0.83
C 0.578 3.623 3.618 -0.1 0.2 -0.2 -0.09
C -0.515 4.620 3.913 0.1 -0.1 -0.1 -0.24
C -1.794 4.413 3.403 -0.1 0.0 -0.1 -0.04
C -2.800 5.335 3.653 0.0 -0.1 0.0 -0.06
C -2.530 6.466 4.416 -0.1 0.0 0.0 -0.06
C -1.260 6.673 4.925 0.1 0.0 0.1 -0.05
C -0.251 5.750 4.672 0.0 0.1 0.1 -0.04
H 2.576 4.877 1.634 0.0 0.0 0.0 0.16
H 1.182 5.728 2.327 0.0 0.0 0.0 0.14
H 1.374 6.068 -0.158 0.0 0.0 0.0 0.14
H -0.153 5.290 0.307 0.0 0.0 0.0 0.16
H 0.798 4.943 -2.399 0.0 0.0 0.0 0.14
H 1.603 3.388 -2.556 0.0 -0.1 0.0 0.08
H 4.075 3.325 -1.472 0.0 0.1 0.0 0.10
H 6.232 4.513 -1.595 -0.1 0.0 0.0 0.12
H 6.300 6.893 -2.264 0.0 0.0 0.0 0.12
H 4.211 8.077 -2.842 0.0 0.0 0.0 0.12
H 2.046 6.897 -2.727 0.1 0.0 0.0 0.12
H 1.472 3.841 4.203 0.1 0.0 0.0 0.14
H 0.261 2.615 3.861 0.0 -0.1 0.0 0.08
H -2.007 3.520 2.820 0.0 0.1 0.0 0.11
H -3.798 5.169 3.264 0.1 0.0 0.0 0.11
H -3.318 7.181 4.620 0.0 0.0 0.0 0.12
H -1.052 7.551 5.525 0.0 -0.1 0.0 0.12
H 0.742 5.909 5.084 -0.1 0.0 0.0 0.12


No. 2
100
Properties=species:S:1:pos:R:3:forces:R:3:lowdin_charge:R:1 method="wB97M-V/def2-TZVPD" charge=0 smiles=CCCCCCCCCCCCCc1cc2c(cc1OC#N)Nc1ccc(Cc3ccccc3C)cc1S2.CCCCCC e_lumo_ha=0.019 total_energy_ha=-2140.677252
C 5.628 -0.566 -1.331 -0.3 -0.7 -0.7 -0.11
C 5.300 0.214 -2.633 0.8 0.5 0.1 -0.24
C 4.981 1.718 -2.399 0.0 -0.9 -0.1 -0.20
C 3.500 1.980 -2.085 -0.3 0.2 -0.1 -0.20
C 2.609 2.206 -3.334 0.7 0.4 -0.5 -0.20
C 1.572 3.337 -3.171 0.0 -0.3 0.3 -0.20
C 0.623 3.126 -1.959 0.1 -0.4 -0.1 -0.19
C -0.869 2.933 -2.327 0.2 -0.2 -0.1 -0.21
C -1.780 4.143 -2.031 0.2 -0.3 0.4 -0.19
C -3.284 3.785 -1.996 -0.5 -0.2 -0.1 -0.20
C -3.653 2.568 -2.867 -0.4 0.0 1.0 -0.22
C -5.139 2.154 -2.743 0.3 -0.1 -1.2 -0.17
C -5.542 1.140 -3.881 1.0 0.4 0.5 -0.11
C -4.366 0.179 -4.123 -2.3 1.0 0.4 -0.18
C -3.967 -0.602 -3.041 0.5 -0.2 -0.8 -0.04
C -2.879 -1.424 -3.219 1.1 -1.0 1.1 -0.42
C -2.179 -1.512 -4.422 -0.4 0.2 0.1 -0.26
C -2.637 -0.748 -5.464 0.4 0.3 -1.5 0.06
C -3.724 0.097 -5.329 0.8 -0.8 0.7 -0.20
O -4.087 0.875 -6.452 -0.5 -0.6 0.0 0.08
C -5.300 0.620 -6.857 -1.9 1.0 -0.5 -0.33
N -6.422 0.622 -7.189 2.0 -0.4 0.4 0.18
N -1.033 -2.337 -4.563 0.3 0.9 0.3 0.10
C -0.093 -2.163 -3.507 0.3 -0.2 0.4 -0.27
C 1.248 -1.959 -3.744 0.7 0.2 -0.8 -0.02
C 2.154 -1.788 -2.711 0.6 0.0 0.1 -0.04
C 1.756 -1.817 -1.392 -0.3 -0.3 1.0 -0.19
C 2.708 -1.594 -0.214 -0.3 1.3 -0.4 -0.08
C 2.005 -0.825 0.901 0.1 -0.1 0.5 -0.19
C 1.523 0.456 0.683 0.1 0.4 -0.8 -0.04
C 0.862 1.159 1.661 -0.7 1.0 0.6 -0.08
C 0.660 0.632 2.925 0.2 -0.3 -0.3 -0.08
C 1.163 -0.637 3.164 -0.5 0.5 1.0 -0.06
C 1.812 -1.350 2.182 0.6 -1.6 -0.1 -0.22
C 2.319 -2.774 2.468 -0.3 0.9 -0.8 -0.03
C 0.401 -2.032 -1.132 0.1 0.0 0.3 -0.04
C -0.482 -2.196 -2.169 -1.6 -0.1 -0.6 -0.43
S -2.238 -2.437 -1.885 0.0 0.1 0.1 1.03
H 5.247 -0.093 -0.418 0.4 0.1 -0.2 0.07
H 6.704 -0.769 -1.275 -0.2 0.3 0.3 0.07
H 5.144 -1.556 -1.384 0.4 0.3 0.1 0.06
H 4.528 -0.291 -3.229 0.1 0.4 0.2 0.08
H 6.214 0.200 -3.248 -0.3 -0.2 0.0 0.10
H 5.614 2.033 -1.556 -0.1 0.1 -0.3 0.11
H 5.308 2.243 -3.309 -0.2 0.2 0.4 0.10
H 3.092 1.130 -1.516 0.3 0.3 0.0 0.07
H 3.417 2.876 -1.448 0.0 -0.3 -0.1 0.12
H 3.284 2.530 -4.147 -0.2 -0.2 0.1 0.10
H 2.158 1.270 -3.700 -0.1 0.2 0.3 0.11
H 2.130 4.279 -3.065 -0.2 -0.2 -0.1 0.11
H 0.979 3.372 -4.097 0.2 0.3 0.2 0.10
H 0.961 2.200 -1.466 -0.2 0.4 -0.1 0.07
H 0.739 3.910 -1.196 -0.1 -0.1 -0.3 0.11
H -1.210 2.025 -1.806 -0.1 0.4 0.0 0.10
H -0.938 2.680 -3.398 0.0 0.0 0.3 0.11
H -1.511 4.497 -1.023 0.0 0.2 -0.4 0.10
H -1.537 4.945 -2.744 -0.2 -0.2 0.2 0.11
H -3.572 3.552 -0.956 0.1 0.0 -0.2 0.11
H -3.940 4.624 -2.280 0.4 0.0 0.0 0.11
H -3.097 1.717 -2.456 0.2 0.2 -0.7 0.09
H -3.386 2.773 -3.913 0.0 -0.3 0.2 0.13
H -5.327 1.652 -1.787 0.0 0.6 0.1 0.11
H -5.741 3.058 -2.902 -0.2 -0.3 0.5 0.11
H -5.767 1.742 -4.765 -0.1 -0.4 0.1 0.10
H -6.423 0.563 -3.573 0.1 0.2 -0.3 0.12
H -4.469 -0.539 -2.080 0.1 0.0 -0.2 0.13
H -2.137 -0.787 -6.435 -0.1 0.0 0.2 0.14
H -0.546 -2.043 -5.405 -0.2 -0.4 -0.2 0.12
H 1.649 -1.907 -4.758 -0.3 -0.1 0.1 0.12
H 3.211 -1.624 -2.930 -0.4 -0.1 -0.1 0.09
H 3.183 -2.509 0.143 -0.1 0.1 -0.2 0.11
H 3.497 -0.908 -0.570 -0.4 -0.6 0.2 0.07
H 1.645 0.956 -0.279 0.0 -0.5 0.3 0.08
H 0.458 2.156 1.478 0.2 -0.2 -0.3 0.11
H 0.126 1.184 3.695 0.1 -0.1 -0.2 0.10
H 1.012 -1.030 4.172 0.2 -0.3 -0.3 0.09
H 1.994 -3.131 3.447 0.2 0.0 -0.2 0.07
H 3.410 -2.763 2.347 -0.2 -0.3 0.4 0.08
H 1.921 -3.406 1.661 0.1 -0.2 0.5 0.08
H 0.016 -2.046 -0.113 0.1 0.1 -0.2 0.12
C 0.100 -2.983 10.145 -0.1 -0.1 0.0 -0.11
C -0.296 -3.522 8.774 0.1 0.0 0.1 -0.27
C 0.401 -2.808 7.618 0.0 0.0 -0.1 -0.23
C 0.089 -1.316 7.491 0.0 0.0 0.1 -0.23
C -1.392 -0.971 7.334 0.1 0.0 -0.1 -0.27
C -2.018 -1.548 6.068 -0.1 0.0 0.1 -0.11
H -0.183 -1.936 10.266 0.0 0.0 0.0 0.06
H -0.396 -3.549 10.935 0.0 0.0 0.0 0.07
H 1.178 -3.067 10.300 0.0 0.0 0.0 0.07
H -1.382 -3.464 8.658 0.0 0.0 0.0 0.10
H -0.040 -4.584 8.730 0.0 0.0 0.0 0.10
H 0.142 -3.315 6.683 0.0 0.0 0.0 0.10
H 1.485 -2.924 7.728 0.0 0.0 0.0 0.11
H 0.638 -0.921 6.629 0.0 0.0 0.0 0.09
H 0.482 -0.786 8.363 0.0 0.0 0.0 0.10
H -1.490 0.118 7.306 0.0 0.0 0.1 0.10
H -1.956 -1.306 8.209 0.0 0.0 0.0 0.10
H -1.494 -1.190 5.179 0.0 -0.1 0.0 0.06
H -3.062 -1.240 5.989 0.0 0.0 -0.1 0.07
H -1.995 -2.639 6.067 0.0 0.0 0.0 0.07